{
  "formula": "C30H31N5O5STi",
  "method": "wB97M-V/def2-TZVPD",
  "de_lowest_kcal_mol": 5.46,
  "homo_ev": [-3.3, -3.3],
  "gap_ev": [5.50, 5.50],
  "e_lumo_ha": [0.081, 0.081],
  "charge": -1,
  "spin_multiplicity": 2,
  "elements": ["Ti", "S", "O", "O", "O", "O", "O", "N", "N", "N", "N", "N", "C", "C", "C", "C", "C", "C", "C", "C", "C", "C", "C", "C", "C", "C", "C", "C", "C", "C", "C", "C", "C", "C", "C", "C", "C", "C", "C", "C", "C", "C", "H", "H", "H", "H", "H", "H", "H", "H", "H", "H", "H", "H", "H", "H", "H", "H", "H", "H", "H", "H", "H", "H", "H", "H", "H", "H", "H", "H", "H", "H", "H"],
  "xyz": [[0.34111, 0.13808, -0.33622], [0.77292, -0.24648, 2.32909], [4.72017, 3.64831, -2.39037], [5.05438, 4.94939, -0.62226], [-1.20877, 1.10104, 0.70864], [1.60835, 0.47142, -1.99552], [3.23608, 1.63975, -3.03306], [1.72296, 1.90676, 0.09924], [0.53403, -1.85042, -0.46180], [1.99354, 2.70405, 1.13625], [-1.14871, 1.54402, 1.94725], [-1.17006, -0.29954, -1.58510], [-2.01046, 2.52772, 2.27447], [3.21477, -3.56222, 1.42859], [-2.06004, 3.03912, 3.54316], [2.50219, -4.52529, 2.12678], [-4.76851, 0.62120, -1.55928], [2.55506, 2.25323, -0.85586], [-0.11086, -2.37114, -1.60590], [-1.72624, -1.91496, -3.46472], [-1.19457, 2.51289, 4.50425], [3.39350, 3.30039, -0.43978], [4.48040, 4.02341, -1.14739], [-0.27559, 0.99080, 2.84416], [-2.31989, 1.72623, -2.26634], [-1.00714, -1.55639, -2.19157], [1.18239, -2.74668, 0.40542], [2.99451, 3.55204, 0.85980], [0.45519, -3.70067, 1.14046], [-1.04312, -3.70516, 1.06439], [-0.99967, 2.34767, -2.63870], [-3.49664, 2.45321, -2.41383], [-4.72569, 1.90864, -2.07340], [3.36906, -1.63697, -0.17902], [-0.32857, 1.51242, 4.15623], [-2.36254, 0.41483, -1.76359], [1.12446, -4.58235, 1.98077], [-3.60915, -0.12647, -1.39015], [2.46713, 1.38565, -2.09974], [-3.66634, -1.47382, -0.73039], [2.57370, -2.67219, 0.57223], [0.27311, -3.70493, -2.19029], [-5.71893, 0.19015, -1.25973], [-1.46994, -4.34657, 1.83827], [-0.57663, -4.39606, -2.23539], [-3.47517, -2.28948, -1.43116], [3.03935, -1.56143, -1.21605], [-0.45304, 2.67863, -1.74882], [4.43412, -1.87336, -0.15182], [-2.45040, -1.14624, -3.73697], [-1.02955, -2.02358, -4.30432], [3.24087, -0.64359, 0.26364], [-1.41105, -2.68746, 1.19759], [-5.63674, 2.48165, -2.19998], [-2.76102, 3.82757, 3.77419], [-2.63149, 2.83661, 1.44607], [0.54971, -5.30926, 2.54627], [-1.20773, 2.89091, 5.51884], [1.05513, -4.18837, -1.60438], [-3.44453, 3.46040, -2.81559], [4.29240, -3.49941, 1.54052], [3.36447, 4.26659, 1.57564], [-4.64283, -1.63863, -0.26962], [3.01313, -5.21507, 2.78825], [0.64692, -3.59995, -3.21489], [4.14176, 2.88263, -2.67125], [-1.14884, 3.22391, -3.27202], [0.35017, 1.07741, 4.87654], [1.54537, 2.50811, 2.02145], [-2.89176, -1.53466, 0.03290], [-0.35824, 1.63136, -3.15285], [-2.26605, -2.86426, -3.37919], [-1.40870, -4.04217, 0.09110]],
  "atomic_forces_ev_per_a": [[-0.3112, -0.6136, 0.2888], [0.0304, 0.0763, -0.1099], [0.3350, 0.3050, 0.2103], [0.1642, -0.0812, 0.0990], [0.0949, 0.0742, -0.1874], [0.0480, -0.0233, -0.2961], [-0.1088, -0.1714, -0.2203], [-0.0681, 0.0557, 0.3466], [0.0328, -0.0532, -0.0739], [-0.0427, -0.0076, 0.1337], [0.0440, 0.0403, 0.0343], [-0.1036, 0.1116, -0.1261], [-0.0908, 0.0646, 0.0765], [-0.0138, -0.0124, 0.0242], [-0.0958, 0.0605, -0.1046], [0.0196, 0.0444, -0.0283], [0.0041, 0.0029, 0.0131], [0.0393, -0.3461, -0.5442], [0.1238, -0.1047, 0.2060], [0.0821, -0.0029, -0.0627], [-0.0279, 0.0705, 0.1074], [0.0978, 0.0484, 0.2062], [-0.3411, 0.3026, -0.2222], [0.0157, -0.0369, -0.0178], [0.0512, 0.1002, -0.0232], [-0.2687, 0.1261, 0.0316], [0.0458, -0.0452, -0.0002], [0.0362, 0.0264, -0.0217], [-0.0232, 0.0193, -0.0097], [-0.0105, -0.0681, -0.0420], [-0.0379, -0.0205, -0.0252], [0.0128, -0.0154, 0.0004], [0.0201, 0.0008, 0.0016], [-0.0033, -0.0576, -0.0156], [0.1229, -0.1394, -0.0200], [-0.0238, -0.0610, -0.0150], [-0.0153, 0.0276, 0.0151], [0.0469, -0.0195, 0.0090], [0.0863, 0.4366, 0.5853], [-0.0475, -0.0266, -0.0503], [0.0957, 0.0438, -0.0160], [0.0088, -0.0117, -0.0574], [0.0143, -0.0023, -0.0017], [0.0168, 0.0140, -0.0263], [0.0089, 0.0209, 0.0138], [-0.0053, 0.0032, 0.0118], [0.0232, -0.0100, 0.0329], [-0.0072, 0.0006, 0.0175], [-0.0057, -0.0051, 0.0062], [0.0103, -0.0113, 0.0204], [-0.0081, 0.0251, 0.0278], [-0.0035, 0.0014, 0.0155], [-0.0342, 0.0569, 0.0177], [0.0094, -0.0040, -0.0028], [0.0024, -0.0071, -0.0213], [-0.0143, 0.0325, 0.0277], [0.0026, 0.0128, -0.0146], [0.0009, -0.0081, -0.0154], [-0.0146, 0.0238, 0.0058], [0.0061, -0.0116, 0.0031], [-0.0118, -0.0012, -0.0050], [0.0110, -0.0161, -0.0243], [0.0246, 0.0137, -0.0146], [-0.0013, 0.0082, -0.0118], [-0.0064, 0.0177, 0.0293], [-0.1357, -0.3547, -0.1745], [-0.0052, -0.0005, 0.0035], [-0.0020, 0.0030, -0.0118], [0.0543, 0.0485, -0.0760], [0.0510, -0.0211, 0.0587], [-0.0313, 0.0228, -0.0069], [0.0176, 0.0120, 0.0100], [0.0087, 0.0173, 0.0060]]
}